ORCA calculation (ωB97M-V/def2-TZVPD) on a structure of composition C14H26CaN6O6 in a non-equilibrium geometry.

Results
HOMO (alpha / beta): -5.90 / -6.06 eV
LUMO level (alpha / beta): -0.35 / -0.32 eV
strongest force on any atom: 3.3 eV/Å
gap between HOMO and LUMO (alpha / beta): 5.55 / 5.73 eV

Geometry as ORCA input:
```
! wB97M-V def2-TZVPD RIJCOSX def2/J DEFGRID3
* xyz 0 1
O -1.22 -0.53 -3.04
H -1.16 -1.34 -2.45
Ca 1.19 0.14 -0.02
N 1.92 -1.79 -1.22
N -0.38 -1.89 -0.34
N 1.06 2.58 -0.03
N -0.81 1.12 0.90
O 3.18 -1.60 -1.25
O 1.84 3.24 -0.82
O -1.97 0.40 1.18
O -1.15 -1.99 0.72
C 0.08 -3.11 -0.79
C 1.41 -3.06 -1.27
C 0.20 3.23 0.78
C -0.83 2.39 1.33
C 2.21 -4.22 -1.71
H 2.01 -4.44 -2.78
H 1.94 -5.12 -1.14
H 3.28 -4.04 -1.59
C -0.68 -4.37 -0.57
H -1.74 -4.20 -0.79
H -0.60 -4.71 0.48
H -0.32 -5.18 -1.22
C 0.24 4.70 1.03
C -1.87 2.94 2.25
H 1.03 5.16 0.44
H 0.42 4.90 2.10
H -0.73 5.15 0.78
H -2.51 2.12 2.62
H -2.49 3.67 1.72
H -1.41 3.45 3.11
H 1.88 1.93 -1.85
H -1.69 -0.57 0.98
C -2.46 0.05 -3.46
H -2.46 0.13 -4.55
H -2.55 1.03 -3.00
H -3.26 -0.63 -3.17
O 1.75 0.94 -2.03
H -0.41 0.03 -2.96
H 2.56 0.58 -2.44
N 0.89 -1.76 3.11
C 1.79 -0.78 3.33
C 2.39 -0.65 4.61
C 3.28 0.39 4.82
C 3.59 1.25 3.76
C 2.97 1.05 2.52
N 2.09 0.04 2.30
H 0.29 -1.82 2.29
H 0.65 -2.36 3.88
H 2.10 -1.38 5.37
H 3.74 0.52 5.80
H 4.28 2.08 3.87
H 3.19 1.70 1.66
*
```

Atom charges from the natural (NBO) analysis, given in e for atoms 1 to 5:
1 O -0.651
2 H 0.582
3 Ca 1.749
4 N -0.223
5 N -0.323